[1]
{
  "formula": "C3H4ClNS",
  "method": "ωB97M-V with the def2-TZVPD basis set",
  "species": ["N", "C", "H", "C", "H", "C", "H", "S", "H", "Cl"],
  "coordinates": [[-0.7932, 2.5666, -0.2216], [-0.7089, 1.4898, 0.2175], [-0.6313, -0.1740, 1.5462], [-0.7742, 0.1624, 0.5230], [2.8223, -0.8502, -0.3240], [0.3111, -0.6638, -0.3265], [-0.0007, -0.3861, -1.4240], [1.9719, 0.0575, 0.1294], [0.1618, -1.7224, -0.1271], [-2.3586, -0.4797, 0.0071]],
  "forces_ev_per_angstrom": [[0.4, -1.9, 1.0], [-0.4, 5.7, -1.6], [-0.1, 0.7, 0.2], [1.2, -5.3, 0.0], [-0.1, -0.5, -0.3], [-0.9, 2.0, -1.6], [1.0, -0.9, 1.9], [-1.0, 0.1, 0.1], [0.3, 0.1, 0.0], [-0.4, -0.1, 0.1]],
  "energy_ha": -1029.80464,
  "de_lowest_kj_mol": 66.7,
  "orbital_gap_ev": 10.2,
  "e_lumo_ha": 0.0146,
  "smiles": "N#C[C@@H](Cl)CS",
  "charge": 0
}

[2]
{
  "formula": "C6H9FO",
  "method": "ωB97M-V with the def2-TZVPD basis set",
  "species": ["C", "H", "C", "H", "F", "C", "H", "H", "C", "H", "H", "H", "H", "O", "H", "C", "C"],
  "coordinates": [[2.5686, 0.0300, -0.0657], [3.3362, -0.3134, -0.8071], [-0.7886, -1.3340, 0.1856], [-0.5369, -2.4322, 0.2821], [0.1001, 2.0454, 0.2591], [0.2615, -0.3550, 0.3011], [-2.5386, 1.1237, -0.9239], [-2.9459, -1.3772, -0.0582], [-1.8909, 0.6449, -0.1365], [2.9053, -0.0993, 1.0441], [0.3630, -0.1287, 1.3917], [2.3297, 1.0379, -0.3288], [-0.0397, 0.9317, -1.3614], [1.4676, -0.8581, -0.2301], [-2.2301, 1.0472, 0.8662], [-1.9903, -0.8482, -0.0863], [-0.3711, 0.8854, -0.3321]],
  "forces_ev_per_angstrom": [[0.9, -1.9, 1.1], [-0.4, 0.2, 1.0], [-0.8, -3.8, -0.5], [-0.4, 1.4, 0.1], [-0.2, 0.4, 0.2], [0.8, 0.8, 1.0], [0.7, -0.4, 0.8], [0.5, 0.1, -0.3], [-0.9, 1.3, -0.1], [-0.1, 0.7, -2.0], [0.4, 0.0, -0.3], [-0.3, 0.8, 0.2], [-0.3, 0.0, -0.5], [-0.3, 0.7, -0.4], [0.5, -0.1, -1.0], [0.0, 0.2, 0.5], [0.0, -0.4, 0.3]],
  "energy_ha": -409.07249,
  "de_lowest_kj_mol": 65.8,
  "orbital_gap_ev": 10.6,
  "e_lumo_ha": 0.0415,
  "smiles": "CO[C@@H]1C=CC[C@H]1F",
  "charge": 0
}

[3]
{
  "formula": "C6H14N2O2",
  "method": "ωB97M-V with the def2-TZVPD basis set",
  "species": ["H", "H", "H", "H", "C", "N", "C", "H", "H", "H", "H", "O", "C", "H", "H", "C", "N", "C", "C", "H", "O", "H", "H", "H"],
  "coordinates": [[-1.7220, -1.7807, -2.3328], [-1.3673, -2.3165, 1.9702], [-2.5441, -0.6130, -1.3085], [0.0515, 3.2794, -1.4478], [0.3228, 2.2475, -1.2600], [-0.6319, 0.0648, -1.8368], [1.2291, -0.3066, 1.2807], [2.6738, 1.2339, 1.4108], [2.6530, -0.0290, 2.7170], [0.0926, -0.3635, -1.2503], [-2.3077, -0.1916, -2.9574], [1.3889, -0.4918, 0.0778], [-0.4362, -2.1133, 1.4464], [0.7495, 1.8917, -0.3286], [-0.5971, -2.0681, 0.3775], [-1.8356, -0.7148, -2.1264], [0.3484, -1.0420, 2.0012], [-0.8845, 1.4353, -1.7317], [2.0665, 0.6471, 2.0918], [1.1791, 1.8167, -1.8007], [-1.9391, 1.9401, -2.0342], [1.3849, 1.1844, 2.7520], [0.1430, -3.0547, 1.4374], [-0.0177, -0.6556, 2.8524]],
  "forces_ev_per_angstrom": [[0.6, 0.3, -0.1], [0.1, 0.4, 0.1], [-0.2, -0.1, 0.3], [0.7, 0.2, 0.5], [0.1, -1.7, -1.0], [-0.8, 0.1, 0.1], [0.0, -0.3, -0.6], [0.0, 0.2, 0.3], [0.4, 0.4, 0.0], [-0.3, 0.5, -0.4], [-0.1, -0.5, -0.2], [0.3, -0.1, 0.5], [0.7, -1.8, -0.8], [-0.9, 0.7, 1.0], [-0.4, 1.0, -0.2], [-0.3, 0.7, 0.0], [-0.8, 0.2, 0.2], [1.7, -1.2, 0.8], [-0.7, -0.9, -0.1], [-0.2, 0.9, -0.9], [-0.4, 0.2, -0.2], [0.4, 0.5, -0.1], [-0.1, 0.2, 0.6], [0.3, 0.1, 0.2]],
  "energy_ha": -497.01625,
  "de_lowest_kj_mol": 108.4,
  "orbital_gap_ev": 9.5,
  "e_lumo_ha": 0.0201,
  "smiles": "CNC(C)=O.CNC(C)=O",
  "charge": 0
}

[4]
{
  "formula": "CHIN2",
  "method": "ωB97M-V with the def2-TZVPD basis set",
  "species": ["N", "H", "N", "C", "I"],
  "coordinates": [[-1.3230, 0.8149, -2.3181], [0.8635, 0.4812, -0.5876], [0.1335, -0.2789, -0.5249], [-0.7421, 0.2468, -1.5014], [0.8915, -2.2399, -0.7779]],
  "forces_ev_per_angstrom": [[-0.3, -0.2, 0.2], [-0.2, -1.6, 0.5], [-0.5, 1.8, -1.5], [1.5, -1.2, 0.9], [-0.4, 1.2, -0.1]],
  "energy_ha": -445.85077,
  "de_lowest_kj_mol": 20.5,
  "orbital_gap_ev": 8.5,
  "e_lumo_ha": -0.0565,
  "smiles": "N#CNI",
  "charge": 0
}

[5]
{
  "formula": "C2H5NO3",
  "method": "ωB97M-V with the def2-TZVPD basis set",
  "species": ["H", "H", "C", "C", "H", "O", "H", "O", "H", "O", "N"],
  "coordinates": [[1.9442, -0.8042, 1.3351], [-0.1628, -0.9441, 2.1050], [1.9394, 0.7818, 0.1153], [0.0364, -0.1063, 1.4220], [-3.5283, -1.6005, -3.0903], [-0.7964, 0.6172, 0.9966], [2.9924, 0.4777, 0.0224], [-3.1134, -2.1229, -2.3671], [-2.2419, -2.3288, -2.6775], [1.3588, 1.5639, -0.5504], [1.4110, 0.0659, 1.2577]],
  "forces_ev_per_angstrom": [[-0.2, 0.4, 0.6], [-0.2, -0.3, -0.1], [-0.1, -0.9, 1.7], [0.6, -0.2, 1.0], [0.5, -0.6, 0.8], [-0.9, 0.5, -0.4], [0.2, 0.2, -0.4], [-1.2, 0.7, -0.5], [0.7, -0.1, -0.3], [-0.1, 0.5, -0.5], [0.7, -0.2, -1.9]],
  "energy_ha": -359.67250,
  "de_lowest_kj_mol": 96.7,
  "orbital_gap_ev": 10.6,
  "e_lumo_ha": 0.0189,
  "smiles": "O=CNC=O.O",
  "charge": 0
}

[6]
{
  "formula": "C3H4N2OS2",
  "method": "ωB97M-V with the def2-TZVPD basis set",
  "species": ["H", "C", "N", "H", "N", "H", "C", "S", "H", "S", "C", "O"],
  "coordinates": [[0.4200, 1.8062, -0.3433], [-0.8095, 0.4723, 0.4594], [-1.7268, -1.6439, -0.3547], [-0.8588, 0.6525, 1.4654], [1.5314, 0.1517, 0.2265], [3.6513, 0.5514, -0.4899], [-1.8975, -0.4293, -0.2256], [3.0102, -0.7300, -0.1729], [-2.9897, -0.1469, -0.8568], [-0.1011, -1.9739, 0.1420], [0.3869, -0.3118, 0.4047], [-0.6166, 1.6016, -0.2549]],
  "forces_ev_per_angstrom": [[-3.1, -0.9, 0.5], [-1.0, -0.1, -2.8], [2.0, -1.7, 0.1], [-1.7, 0.6, 3.0], [1.8, 0.8, 0.0], [-0.9, -2.3, 0.5], [-4.3, 3.0, -1.3], [-0.7, 2.9, 0.0], [3.3, 0.3, 2.5], [0.5, -1.9, 0.5], [1.6, -3.8, -1.5], [2.5, 3.3, -1.4]],
  "energy_ha": -1097.71705,
  "de_lowest_kj_mol": 361.0,
  "orbital_gap_ev": 9.2,
  "e_lumo_ha": 0.0085,
  "charge": 0
}

Which formula does entry 4 have?
CHIN2